ORCA calculation (the ωB97M-V functional and the def2-TZVPD basis) on a cluster of 13 separate species, C57H156Br6N21O10P7 in total at a distorted geometry.

Summary:
* gap between HOMO and LUMO: 8.1 eV
* net charge: 0
* HOMO level: -8.02 eV
* lowest unoccupied orbital energy: 0.11 eV
* E_tot: -598690.5237 eV

Positions of all 257 atoms, in Å:
Br  -15.358057  -21.963635  -8.454028
C  -15.948320  -20.746288  -7.060655
C  -16.450918  -21.430785  -5.800604
Br  -15.243740  -22.259799  -4.600998
H  -16.745949  -20.169406  -7.460305
H  -15.021373  -20.235020  -6.841410
H  -17.146046  -22.290590  -6.133806
H  -17.088418  -20.763226  -5.165522
Br  -23.331676  -19.074394  -10.562588
C  -24.022410  -20.252207  -11.948998
C  -25.286694  -20.975376  -11.393693
Br  -26.310353  -21.635132  -12.941203
H  -23.185584  -20.910430  -12.156575
H  -24.261967  -19.676631  -12.765252
H  -25.958937  -20.138817  -11.000197
H  -25.161703  -21.911691  -10.810413
Br  -19.808681  -20.254352  -12.316060
C  -19.039841  -18.886193  -11.216811
C  -19.677063  -18.700766  -9.925188
Br  -19.747536  -20.361026  -9.060173
H  -19.183433  -18.045998  -11.827704
H  -17.964571  -19.114215  -11.204872
H  -20.694151  -18.345054  -10.185826
H  -19.154001  -18.004445  -9.264183
O  -19.897223  -18.179935  1.273982
P  -20.244306  -18.642431  -0.071672
N  -21.862311  -18.716134  -0.219952
C  -22.659257  -18.127830  0.885825
C  -22.629960  -19.326933  -1.314721
N  -19.588061  -20.074139  -0.476607
C  -20.237593  -21.225103  0.082443
C  -18.174201  -20.197980  -0.566338
N  -19.582728  -17.552549  -1.188275
C  -19.480722  -16.175707  -0.883399
C  -19.986114  -17.781142  -2.574558
H  -21.906542  -17.868645  1.695780
H  -23.376465  -18.835346  1.310641
H  -23.206888  -17.288963  0.475929
H  -22.032403  -19.479162  -2.191654
H  -23.491665  -18.689145  -1.538256
H  -23.092222  -20.217815  -0.956297
H  -20.150664  -22.029662  -0.613996
H  -19.857861  -21.570365  1.064454
H  -21.303834  -21.018682  0.225006
H  -17.932839  -21.138661  -1.063640
H  -17.745145  -19.375212  -1.045236
H  -17.819957  -20.336733  0.438242
H  -20.397758  -15.531897  -0.915587
H  -19.067333  -15.973193  0.068817
H  -18.811040  -15.678453  -1.646552
H  -19.255973  -17.457536  -3.268787
H  -20.993847  -17.343678  -2.818343
H  -20.016371  -18.905823  -2.773913
O  -25.474021  -15.632086  -6.950072
P  -26.585337  -15.828329  -7.906790
N  -26.469067  -15.237661  -9.481832
C  -27.275392  -14.116494  -9.864682
C  -25.425079  -15.594466  -10.425248
N  -28.013559  -15.342568  -7.228682
C  -27.980762  -14.232494  -6.324323
C  -29.264565  -15.491402  -7.978699
N  -26.749661  -17.415247  -8.226178
C  -26.434579  -18.491839  -7.269659
C  -27.263934  -17.962908  -9.488758
H  -27.146607  -13.302835  -9.146797
H  -28.296003  -14.387943  -10.009547
H  -26.974106  -13.684791  -10.803377
H  -25.876615  -15.781253  -11.409778
H  -24.845939  -16.469149  -10.022797
H  -24.721169  -14.771910  -10.520417
H  -27.078400  -14.241947  -5.713961
H  -28.271338  -13.219600  -6.732533
H  -28.898894  -14.399988  -5.655345
H  -29.405638  -16.439801  -8.506054
H  -30.136279  -15.479942  -7.256804
H  -29.525429  -14.684718  -8.629793
H  -27.391209  -18.933766  -6.950965
H  -25.848713  -19.256924  -7.801618
H  -25.922519  -18.097632  -6.331370
H  -27.664555  -17.176940  -10.106860
H  -28.096257  -18.678969  -9.359314
H  -26.448933  -18.400247  -10.096267
O  -29.737205  -21.379811  -7.075901
P  -28.551997  -21.862130  -6.340278
N  -27.262412  -22.247997  -7.369730
C  -27.367756  -21.866979  -8.741462
C  -25.843037  -22.398090  -6.982272
N  -28.685837  -23.238314  -5.462152
C  -29.652745  -23.206671  -4.251772
C  -28.558915  -24.501419  -6.120280
N  -28.129239  -20.687016  -5.198379
C  -26.849228  -20.372791  -4.578855
C  -29.055628  -19.487508  -5.179048
H  -27.488619  -20.767893  -8.791937
H  -28.301546  -22.252662  -9.180851
H  -26.607726  -22.258149  -9.327042
H  -25.771226  -22.713722  -5.934810
H  -25.238626  -21.433111  -7.041284
H  -25.321466  -23.011701  -7.726790
H  -29.220225  -23.838785  -3.475929
H  -29.629417  -22.189416  -3.924605
H  -30.635041  -23.542857  -4.581404
H  -27.848196  -24.489874  -6.899440
H  -28.174697  -25.290890  -5.428126
H  -29.546621  -24.818229  -6.507709
H  -26.932739  -19.725706  -3.693847
H  -26.450355  -21.355689  -4.337910
H  -26.180525  -19.830151  -5.334940
H  -29.972765  -19.705114  -5.730679
H  -28.515492  -18.642268  -5.631282
H  -29.196625  -19.398753  -4.093163
O  -24.757747  -23.734051  -10.283986
P  -23.637366  -24.635204  -9.888267
N  -24.280171  -26.162411  -9.459748
C  -23.395418  -27.294208  -9.483307
C  -25.561939  -26.473941  -10.132136
N  -22.619465  -24.330035  -8.619267
C  -22.921366  -24.647446  -7.236732
C  -21.929090  -23.074819  -8.713941
N  -22.605321  -24.765049  -11.137102
C  -21.209871  -25.291190  -11.038128
C  -23.167760  -24.534853  -12.496918
H  -22.588281  -27.141150  -8.725776
H  -22.855826  -27.440221  -10.458786
H  -23.965292  -28.191919  -9.261241
H  -26.071215  -27.143552  -9.416560
H  -25.331316  -26.904679  -11.129990
H  -26.070504  -25.509080  -10.187255
H  -22.000033  -24.857763  -6.659093
H  -23.495279  -23.837594  -6.790965
H  -23.506018  -25.509193  -7.160871
H  -20.849829  -23.299070  -8.715858
H  -22.173102  -22.457694  -9.583742
H  -22.146655  -22.525188  -7.842536
H  -21.013701  -25.487635  -9.964205
H  -21.007901  -26.268282  -11.555561
H  -20.414219  -24.584567  -11.499172
H  -23.304298  -25.486747  -13.022931
H  -22.498450  -23.872809  -13.073119
H  -24.204632  -24.171460  -12.459818
O  -17.801078  -26.814459  -11.953453
P  -17.160111  -25.948551  -10.884929
N  -17.210220  -24.280175  -11.074331
C  -18.199189  -23.286832  -10.719726
C  -16.439386  -23.620588  -12.177376
N  -15.483784  -26.206378  -10.990515
C  -14.633439  -25.756757  -9.909558
C  -15.042388  -27.613532  -11.311071
N  -17.866052  -26.150105  -9.354475
C  -17.658959  -25.194832  -8.265267
C  -18.578206  -27.408800  -9.041417
H  -18.846156  -22.895487  -11.547266
H  -17.646430  -22.465550  -10.293950
H  -18.853589  -23.726843  -10.008555
H  -15.514081  -24.155547  -12.451935
H  -16.139995  -22.639790  -11.881004
H  -17.069912  -23.593319  -13.112917
H  -14.507113  -26.543453  -9.156507
H  -13.613355  -25.480200  -10.187708
H  -15.088871  -24.939785  -9.273123
H  -15.006170  -28.057737  -10.349470
H  -15.794913  -28.233254  -11.878827
H  -14.091200  -27.545456  -11.831360
H  -16.980757  -25.521306  -7.511173
H  -17.248853  -24.230301  -8.535461
H  -18.566539  -25.034811  -7.736665
H  -19.454503  -27.136868  -8.445609
H  -17.953395  -28.031354  -8.514838
H  -18.877472  -27.888639  -9.926838
O  -21.416025  -17.247250  -5.346854
P  -20.657064  -16.172117  -6.049967
N  -18.966498  -16.486551  -5.945369
C  -18.053424  -15.576347  -6.566966
C  -18.543908  -17.791092  -6.194374
N  -20.753447  -14.676141  -5.335679
C  -20.166886  -14.471104  -4.013370
C  -22.021305  -13.995984  -5.609145
N  -21.140366  -16.023360  -7.605786
C  -22.322872  -16.745196  -8.120598
C  -20.745217  -15.008952  -8.590677
H  -18.244466  -14.562608  -6.215288
H  -18.131700  -15.541149  -7.688825
H  -17.036432  -15.930261  -6.375673
H  -17.647883  -18.142432  -5.639730
H  -18.246455  -18.013790  -7.249578
H  -19.409173  -18.356177  -5.879828
H  -20.341730  -13.340565  -3.781305
H  -20.732306  -15.113356  -3.389207
H  -19.097238  -14.710419  -4.040698
H  -21.919471  -12.911975  -5.691664
H  -22.417150  -14.344682  -6.560307
H  -22.761942  -14.309163  -4.875023
H  -22.012547  -17.619318  -8.725342
H  -22.939337  -17.057306  -7.252778
H  -22.773709  -15.983584  -8.750754
H  -19.988957  -14.277470  -8.136211
H  -21.600001  -14.375812  -8.849995
H  -20.394951  -15.464119  -9.544970
O  -20.626614  -25.189312  -4.718507
P  -20.960785  -25.849035  -3.429244
N  -20.853785  -27.485818  -3.517964
C  -21.561006  -28.430229  -2.671193
C  -19.815266  -28.065676  -4.375140
N  -22.490143  -25.701762  -2.830090
C  -23.685977  -26.183882  -3.542918
C  -22.756916  -24.517310  -1.998353
N  -19.916939  -25.371478  -2.285491
C  -19.032949  -24.321000  -2.580677
C  -19.783968  -25.950573  -0.944559
H  -21.915895  -29.205725  -3.281224
H  -22.392034  -27.818042  -2.253524
H  -20.937752  -28.767250  -1.849048
H  -19.572203  -28.978578  -3.813796
H  -18.955950  -27.433450  -4.354683
H  -20.189653  -28.298665  -5.354635
H  -24.123195  -25.445988  -4.180249
H  -23.393737  -26.998362  -4.210142
H  -24.391614  -26.500970  -2.819339
H  -22.843329  -24.699900  -0.904947
H  -21.912675  -23.758771  -2.152436
H  -23.705336  -24.116368  -2.295748
H  -18.009039  -24.752479  -2.503788
H  -19.170216  -23.943448  -3.617848
H  -19.110901  -23.422124  -1.954040
H  -20.352822  -26.835807  -0.925020
H  -20.191368  -25.224721  -0.242140
H  -18.713128  -26.047145  -0.655293
C  -15.895746  -18.745579  -9.963940
C  -16.205718  -17.216707  -10.196517
O  -17.289764  -16.762681  -9.928185
C  -15.168058  -16.372766  -10.805777
H  -15.259970  -18.797783  -9.013162
H  -15.273167  -19.027000  -10.779749
H  -16.787822  -19.412221  -9.880269
H  -15.315774  -15.330290  -10.577734
H  -15.150476  -16.517071  -11.872862
H  -14.214514  -16.661729  -10.357865
C  -24.410199  -17.224084  -3.974054
C  -25.450300  -16.775309  -3.018623
O  -25.437056  -17.028358  -1.818331
C  -26.465413  -15.803484  -3.534673
H  -24.624048  -18.279930  -4.062289
H  -23.438555  -17.255953  -3.506280
H  -24.475562  -16.598966  -4.883654
H  -25.930380  -15.011466  -4.101288
H  -27.140009  -15.365030  -2.785358
H  -27.126095  -16.245598  -4.298271
C  -22.773430  -20.116986  -5.882298
C  -22.654262  -21.138449  -4.715800
O  -23.634488  -21.644861  -4.181900
C  -21.277066  -21.528092  -4.264127
H  -22.445039  -20.504324  -6.814899
H  -22.070589  -19.315763  -5.565969
H  -23.858393  -19.777960  -5.912400
H  -20.789066  -20.681094  -3.772253
H  -20.781964  -21.725894  -5.205954
H  -21.319909  -22.460217  -3.720432

Force components x, y, z for each atom (eV/Å):
-0.14 -0.30 -0.04
1.14 -0.93 1.25
-2.97 -1.23 -0.72
0.86 -0.14 0.20
-0.42 0.70 -0.41
-0.19 0.75 -0.01
0.92 1.39 0.55
0.68 -0.27 -0.78
-0.12 0.12 0.15
-0.12 -2.26 2.41
-0.44 1.49 -0.60
0.08 -0.04 -0.11
-0.14 -0.20 -0.18
-0.48 1.40 -1.77
0.90 -1.68 -0.05
0.29 1.12 0.01
-0.47 -0.56 -0.54
2.07 -0.51 -1.28
-1.35 1.01 0.20
-0.21 -1.15 1.42
0.01 1.46 -0.60
-0.70 0.09 0.10
0.39 -0.30 0.83
-0.11 -0.02 -0.41
0.46 0.42 1.03
0.68 2.11 0.29
-1.02 -0.37 -0.07
1.31 -0.29 0.39
-0.37 1.28 1.00
-1.25 -0.33 -0.95
-0.81 -0.23 0.73
-0.18 -1.77 0.67
-0.49 -1.61 -0.85
0.23 2.31 -1.18
-1.29 -1.91 0.36
-1.26 0.05 -1.03
0.03 -0.21 -0.20
-0.14 0.39 0.24
0.20 -0.23 -0.32
0.26 0.24 -0.25
-0.13 -1.22 0.05
0.04 -0.83 -0.46
0.20 0.37 -0.32
0.23 -0.10 -0.05
0.08 0.07 -0.44
0.77 1.21 -0.66
0.82 0.28 0.66
-0.03 -0.87 -0.14
0.56 -0.22 1.07
-0.42 -0.56 0.69
0.77 0.93 -0.67
0.89 -0.35 0.09
-0.22 1.38 0.38
0.10 0.62 0.03
0.91 -1.00 -0.68
-0.10 -0.05 0.83
0.46 0.97 0.25
0.42 -0.74 0.88
-0.24 0.42 -1.51
-2.81 0.81 1.53
-1.61 -0.65 1.83
-0.09 -1.82 -0.84
-0.20 0.96 0.61
0.08 0.13 -0.06
-0.50 0.12 0.07
-0.79 0.01 0.05
0.52 -0.06 -0.50
0.27 -0.29 0.20
-0.67 0.62 -0.67
0.23 0.20 -0.15
-0.16 0.24 -0.35
0.94 -0.80 -0.18
1.35 0.14 -0.29
0.67 0.11 0.05
1.00 -0.13 -0.29
0.24 0.65 -0.54
0.52 -0.19 -0.23
0.10 0.17 0.42
-0.42 -0.36 -1.52
-0.15 0.40 -0.10
0.53 0.06 0.26
-0.30 -0.16 0.44
0.01 -0.30 -0.33
1.62 0.83 0.11
0.76 -0.20 0.92
-3.20 1.48 0.10
0.01 1.39 0.27
-0.58 0.12 2.06
1.91 -0.51 -2.10
-1.07 -1.60 1.13
-1.69 1.30 -0.74
0.51 -0.49 -1.66
1.16 -1.29 0.51
0.54 -0.30 -0.56
0.16 0.06 0.18
1.74 -0.53 -0.84
0.21 -0.38 -0.42
-0.93 -0.61 0.14
-0.37 -0.50 0.45
-0.21 -0.12 -0.06
-0.37 0.55 0.34
-0.07 0.05 0.21
0.60 0.35 -1.01
-0.50 0.54 -0.15
0.42 -0.20 -0.01
-0.28 -0.39 -0.13
0.76 0.36 0.39
-0.58 -0.90 1.27
0.22 0.13 0.30
-0.53 0.10 0.50
-0.47 0.86 -0.36
0.33 -0.04 0.75
-0.85 -1.36 0.71
-0.26 1.08 -0.58
1.66 0.17 0.11
0.85 0.43 0.85
-1.07 -0.12 -0.46
0.90 0.47 0.38
1.54 -0.26 -0.85
1.25 -0.09 -1.64
0.61 0.17 -0.51
0.14 -0.55 0.20
-0.56 -0.36 -0.39
-0.59 0.05 0.50
0.09 -0.14 0.14
-0.17 -0.02 -0.88
-0.68 0.02 0.46
-0.38 -0.47 -0.35
-0.30 0.45 -0.25
0.13 0.18 0.36
-1.02 -1.43 -0.11
-0.06 0.45 -0.09
-0.03 -0.28 -0.01
-0.21 1.01 1.05
0.15 0.40 -0.70
-0.69 0.75 0.21
-1.50 -0.83 0.91
0.57 -0.06 -0.10
-0.39 -0.21 0.16
0.65 0.47 0.30
0.62 1.07 1.92
-0.99 -0.23 -1.48
1.29 0.71 -1.58
-0.66 -0.59 -0.17
-0.10 -2.15 -1.02
-0.29 -0.91 -0.03
-0.52 0.96 1.87
-1.83 0.67 -0.88
0.59 0.49 -1.29
0.26 -0.37 -0.25
-0.60 2.93 -0.04
0.76 -0.51 0.31
-0.16 0.59 0.32
-0.73 -0.02 0.85
-0.50 -0.04 0.33
-0.07 0.83 0.29
0.52 0.24 0.90
0.04 -0.26 -0.03
-0.20 0.17 -0.42
0.44 -0.45 -1.18
0.78 -1.05 0.82
0.76 1.22 0.21
0.10 -0.30 0.13
0.80 -0.86 0.64
-0.17 0.02 -0.69
-1.18 0.24 0.34
-0.02 -0.22 0.03
1.36 -1.66 1.52
-0.41 -0.46 -1.26
0.42 0.29 -0.60
0.94 -0.57 1.31
-0.77 1.76 -0.13
0.18 1.06 -1.18
0.13 -2.47 -0.28
0.33 0.30 -1.76
-0.38 2.29 -1.09
-0.01 -0.46 -0.02
-0.15 0.09 -1.29
0.58 -0.23 0.96
1.29 1.06 0.92
0.41 0.07 0.09
-0.06 -0.23 0.72
0.00 0.40 0.30
-0.39 0.58 0.31
-0.62 0.26 0.25
0.10 -1.23 -0.19
0.48 -2.08 -0.02
-0.13 -0.33 1.52
-0.37 0.07 0.25
0.10 -0.05 0.37
-0.01 0.04 -0.07
-0.23 0.42 0.28
-0.25 0.40 0.35
0.06 0.14 -0.86
-0.88 -0.47 -0.05
-0.77 -1.26 -0.84
-0.16 -0.09 0.07
0.12 0.24 0.74
-0.20 -0.10 0.18
-0.58 -1.10 -1.25
0.04 -0.28 -0.70
-0.31 2.64 0.65
-0.77 -0.65 1.97
-0.64 0.96 0.66
1.82 -0.31 -0.46
1.40 0.60 0.28
-0.20 -0.06 1.04
1.92 1.23 -1.03
0.59 1.91 -0.61
-0.63 -1.40 -0.52
0.38 -1.08 -0.01
0.14 -0.47 0.12
0.45 -0.10 -0.71
0.68 0.41 -0.49
0.08 -0.03 -0.59
-0.29 0.87 -0.32
-0.12 -0.15 0.26
-0.85 -0.51 0.60
0.26 -0.32 -0.55
-1.47 -0.79 0.33
-0.31 0.67 -0.31
-0.21 0.74 -0.01
0.08 -0.54 0.66
-0.05 -0.30 0.37
-0.34 -1.24 0.41
-0.21 -0.09 0.37
-0.62 -0.43 -0.45
0.16 1.50 1.50
-1.12 -1.81 0.35
-0.47 0.19 0.32
1.22 0.02 0.68
-0.84 -0.07 -1.25
0.59 -0.68 -0.61
0.85 0.80 0.17
-0.34 0.32 -0.02
0.16 -0.15 -0.45
0.24 -0.02 -0.42
-0.36 0.07 0.00
-0.25 1.29 2.14
0.17 -0.42 -0.93
-0.75 0.60 -1.06
-0.14 -0.51 -0.96
0.42 0.50 0.06
0.33 -0.87 0.14
-0.24 -0.32 0.44
0.59 -0.27 0.06
0.30 -0.17 0.06
-0.88 0.34 2.71
-1.43 -0.39 -0.19
0.59 0.61 -0.55
-0.30 0.34 -0.90
0.27 -0.49 -0.86
-0.68 0.03 -0.58
1.48 -0.24 -0.14
0.07 -0.32 0.10
0.75 -0.05 -0.19
0.11 0.09 0.43

Atom charges from the Mulliken analysis, given in e for atoms 1 to 8:
1 Br -0.08
2 C 0.54
3 C -0.22
4 Br -0.13
5 H -0.70
6 H 0.55
7 H -0.02
8 H 0.16